(1)
The following is a quantum chemistry calculation of a molecular structure, C10H12O2P in a non-equilibrium geometry, from the OMol25 dataset.

LUMO ... 3.39 eV
ΔE to the lowest compared entry with this formula, charge and spin ... 24.1 kcal per mole
Net charge ... -1
Total energy ... -880.09232 a.u.
HOMO-LUMO gap ... 7.656 eV
HOMO level ... -4.26 eV

Each line ends with the Löwdin charge.
CARTESIAN COORDINATES (ANGSTROEM)
C1 3.410 -1.024 0.143  -0.12
C2 2.464 -1.116 -0.904  -0.12
C3 3.136 -0.200 1.222  -0.14
C4 1.316 -0.360 -0.869  -0.11
C5 2.044 0.596 1.214  -0.10
C6 1.232 0.703 0.065  -0.24
C7 -2.506 -0.398 1.081  -0.19
C8 -1.569 -1.170 0.266  -0.19
C9 -1.912 0.297 -0.119  -0.34
C10 -2.718 0.507 -1.373  -0.13
O1 -0.219 2.803 1.309  -0.42
O2 -0.310 2.765 -1.252  -0.46
P1 -0.172 1.950 0.070  0.57
H1 4.355 -1.723 0.069  0.12
H2 2.573 -1.833 -1.722  0.09
H3 3.815 -0.207 2.075  0.10
H4 0.523 -0.322 -1.609  0.10
H5 1.762 1.349 1.893  0.08
H6 -3.567 -0.761 1.133  0.10
H7 -2.323 -0.151 2.037  0.04
H8 -0.666 -1.544 0.726  0.08
H9 -1.865 -1.930 -0.450  0.09
H10 -3.599 -0.087 -1.392  0.05
H11 -2.126 0.238 -2.178  0.03
H12 -3.078 1.617 -1.436  0.11

---

(2)
The following is a quantum chemistry calculation of 2 unconnected molecules or ions with the total composition C10H12O2S2 in a non-equilibrium geometry, from the OMol25 dataset.

LUMO (alpha / beta) ... -0.06 / -0.06 eV
ΔE to the lowest compared entry with this formula, charge and spin ... 27.2 kcal per mole
Net charge ... 0
Total energy ... -1334.95705 a.u.
HOMO-LUMO gap (alpha / beta) ... 8.125 / 8.125 eV
HOMO level (alpha / beta) ... -8.19 / -8.19 eV

Each line ends with the Löwdin charge.
CARTESIAN COORDINATES (ANGSTROEM)
C1 -3.711 -0.612 -0.885  -0.06
C2 -2.858 -1.618 -0.401  -0.07
C3 -3.173 0.629 -1.143  -0.08
C4 -1.577 -1.354 -0.119  -0.07
C5 -1.826 0.918 -0.929  -0.03
C6 -1.024 -0.110 -0.415  -0.31
C7 2.474 0.877 -1.602  -0.43
C8 2.911 -0.326 -0.887  -0.34
C9 0.351 0.145 -0.085  -0.62
C10 0.471 0.260 2.153  0.10
O1 1.049 -1.951 -1.519  -0.30
O2 1.744 -1.983 0.883  -0.31
S1 1.184 1.638 -0.421  0.91
S2 1.486 -1.273 -0.338  0.64
H1 -4.706 -0.825 -1.024  0.08
H2 -3.188 -2.584 -0.112  0.10
H3 -3.783 1.328 -1.725  0.11
H4 -0.821 -2.184 0.076  0.13
H5 -1.506 1.902 -1.084  0.07
H6 3.254 1.771 -1.574  0.12
H7 2.196 0.719 -2.671  0.10
H8 3.541 -0.850 -1.586  0.11
H9 3.365 -0.168 0.055  0.08
H10 1.595 -0.014 2.239  0.07
H11 -0.247 -0.524 2.327  0.04
H12 0.402 1.207 2.425  -0.04

---

(3)
The following is a quantum chemistry calculation of 2 unconnected molecules or ions with the total composition C10H12OS in a non-equilibrium geometry, from the OMol25 dataset.

LUMO (alpha / beta) ... 0.18 / 0.20 eV
ΔE to the lowest compared entry with this formula, charge and spin ... 100.2 kcal per mole
Net charge ... 0
Total energy ... -861.49657 a.u.
HOMO-LUMO gap (alpha / beta) ... 7.587 / 7.657 eV
HOMO level (alpha / beta) ... -7.41 / -7.45 eV

Each line ends with the Löwdin charge.
CARTESIAN COORDINATES (ANGSTROEM)
C1 0.148 -2.576 0.014  -0.10
C2 0.240 -1.732 -1.096  -0.13
C3 0.613 -2.175 1.301  -0.05
C4 0.769 -0.516 -0.894  -0.10
C5 0.982 -0.856 1.451  -0.02
C6 1.103 -0.041 0.348  -0.20
C7 -3.423 1.753 -1.226  -0.38
C8 -2.353 -0.383 0.338  -0.35
C9 1.882 1.131 0.476  -0.40
C10 2.074 2.015 -0.450  0.05
O1 2.385 1.460 1.688  0.04
S1 -2.440 0.349 -1.107  0.89
H1 -0.289 -3.582 -0.036  0.11
H2 -0.196 -2.144 -2.074  0.14
H3 0.566 -2.800 2.150  0.09
H4 0.925 0.179 -1.738  0.12
H5 1.334 -0.534 2.377  0.10
H6 -3.636 2.059 -2.295  0.01
H7 -3.347 2.420 -0.469  -0.06
H8 -1.772 -1.284 0.326  -0.02
H9 -2.625 -0.037 1.223  -0.03
H10 1.545 2.039 -1.459  0.08
H11 2.650 2.939 -0.520  0.07
H12 2.864 2.316 1.671  0.13